[1]
A structure of composition C46H35AsF5KO4PS, computed with the ωB97M-V functional and the def2-TZVPD basis.

Its net charge is -1. The value obtained for the total energy is -167338.8764 eV.

XYZ file:
```
94
Properties=species:S:1:pos:R:3:forces:R:3:mulliken_charge:R:1
K 2.5486 -0.0671 -0.0167 0.328 -0.034 0.089 0.9428
C 3.3581 -4.9881 2.4447 -1.226 -0.385 -0.284 -1.3448
C 4.2940 -4.1487 1.6410 1.606 -1.063 -1.266 1.2594
C 4.7306 -5.0403 0.4247 0.527 0.859 -1.484 -1.2520
O 5.4102 -3.7382 2.4071 0.145 0.089 -0.115 -0.7658
C 3.7184 -2.8619 1.0557 -0.208 2.303 0.314 0.5611
O 4.2506 -1.7752 1.4992 -0.551 -1.085 -0.545 -0.9311
O 2.8054 -2.8621 0.2023 0.036 -0.426 0.057 -0.4969
H 3.7180 -6.0244 2.5947 0.100 0.657 0.067 0.3733
H 2.4173 -5.0697 1.8660 0.219 0.030 0.428 0.2143
H 3.1756 -4.4942 3.3838 -0.252 -0.026 0.529 0.3087
H 5.2141 -6.0101 0.6928 -0.552 0.745 0.124 0.4078
H 5.4935 -4.4631 -0.1940 -0.827 -0.658 0.731 0.2894
H 3.8504 -5.2023 -0.2726 0.924 -0.007 0.956 0.0197
H 5.4106 -2.7545 2.2165 0.031 -0.652 0.423 0.4061
C -0.9816 -3.0266 3.7118 0.587 0.762 0.299 -0.6593
C 0.2103 -2.5124 3.1445 0.970 -0.056 1.426 -0.4509
C 0.2760 -2.2765 1.8015 -1.178 -0.846 -0.808 -0.0971
C -0.7639 -2.6196 0.8997 0.693 1.213 0.961 0.5457
C -1.8920 -3.1472 1.4610 -0.791 -0.551 -0.260 0.1688
C -1.9899 -3.3533 2.8571 -0.663 -0.072 -1.567 -0.8215
As -0.5821 -1.9011 -0.9272 -0.410 -0.856 0.078 0.4869
C -0.1620 -3.5792 -1.8112 0.885 -1.422 -0.703 -0.2642
C 1.0896 -4.1750 -1.8639 0.618 -1.195 -0.487 -0.1794
C 1.3140 -5.4255 -2.5053 -1.961 0.753 0.274 -1.1467
C 0.2210 -6.0517 -3.0938 -0.865 -1.137 -0.822 -0.4227
C -1.0554 -5.4587 -3.1217 0.657 0.346 0.588 -0.6810
C -1.2232 -4.2473 -2.4640 -0.378 1.548 0.912 0.6824
C -2.4652 -3.4488 -2.2730 -1.222 -0.285 -1.607 1.0426
C -3.6767 -3.7388 -2.9268 1.176 -0.969 0.976 -1.0228
C -4.8040 -3.0021 -2.7164 -0.293 1.442 0.383 -0.6862
C -4.7573 -1.8430 -1.9262 1.968 -0.363 -0.328 -0.7760
C -3.4999 -1.4616 -1.3745 -2.184 0.459 0.987 0.4636
C -2.4177 -2.2659 -1.5345 1.878 -0.724 -0.108 -0.5393
H -1.2048 -3.0345 4.7851 0.599 -0.311 -0.350 0.3325
H 1.1627 -2.3214 3.7320 -1.545 -0.102 -0.475 0.3485
H 1.1470 -1.9175 1.3543 1.382 0.560 -0.220 -0.1213
H -2.7256 -3.3959 0.7861 0.197 0.023 0.600 0.3339
H -2.9253 -3.7598 3.1845 -0.332 -0.100 0.494 0.4293
H 1.9451 -3.7818 -1.3608 0.222 0.596 0.309 0.4626
H 2.2523 -5.9340 -2.4720 0.558 0.028 0.054 0.4871
H 0.2472 -7.0799 -3.5519 0.489 1.177 0.481 0.2787
H -1.8971 -5.9548 -3.5919 0.116 -0.025 0.020 0.3542
H -3.7378 -4.6598 -3.4706 -0.070 -0.275 -0.499 0.2664
H -5.7083 -3.2793 -3.2181 -0.464 -0.089 -0.100 0.3925
H -5.6054 -1.2097 -1.8638 -0.666 0.418 0.358 0.4748
H -3.4117 -0.6403 -0.6314 -0.268 -0.212 -0.926 0.2227
F 4.6979 8.2909 -0.5148 -0.251 -0.760 -0.064 -0.3318
C 4.3195 6.9983 -0.7015 0.597 -0.650 0.374 0.5158
C 3.3146 6.6624 -1.5940 0.537 -0.384 0.479 0.3068
F 2.7502 7.7006 -2.2103 -0.660 0.007 -0.574 -0.3433
C 2.9654 5.3233 -1.8415 0.686 1.373 0.458 0.1832
F 2.0195 5.1654 -2.7616 -0.353 -0.526 -0.217 -0.3559
C 3.6145 4.2541 -1.1916 -1.305 -0.038 -0.929 -0.1219
S 3.2469 2.5930 -1.4974 -0.229 -0.057 -0.195 -0.4307
C 4.5681 4.6452 -0.2872 1.663 -1.083 1.162 0.2462
F 5.2652 3.6590 0.3847 -0.602 1.105 -0.493 -0.3886
C 4.9701 5.9393 -0.0601 0.267 0.905 0.388 0.1583
F 6.0004 6.1789 0.7911 -0.515 0.035 -0.361 -0.3291
O 0.1800 0.9467 0.3723 -0.724 -0.165 0.681 0.1819
P -0.9176 1.9603 0.3789 0.966 1.137 -0.205 0.1202
C -2.5304 1.5273 1.1179 -0.212 0.048 -0.649 0.5739
C -3.7679 2.0246 0.7119 0.014 -0.389 -0.365 -0.1037
C -4.9226 1.5479 1.3026 -0.418 0.516 0.454 -0.8031
C -4.8961 0.7024 2.3922 -0.103 0.464 0.412 -0.5724
C -3.6639 0.2834 2.8231 -0.376 -1.662 1.601 -0.5972
C -2.5190 0.6280 2.1536 1.986 -0.394 0.124 -0.2607
C -1.2171 2.4991 -1.3160 0.140 0.283 0.798 0.6455
C -0.5990 1.7864 -2.3432 -0.894 0.349 0.806 0.1464
C -0.8090 2.2712 -3.6091 0.154 -1.081 -1.092 -1.0414
C -1.5609 3.3799 -3.8218 -0.507 1.834 -0.071 -0.5445
C -2.1130 4.1426 -2.7874 -0.755 1.100 -1.319 -0.8304
C -1.9382 3.6999 -1.5249 0.581 -1.466 0.674 -0.4912
C -0.4414 3.4975 1.2878 -0.109 0.382 0.149 0.3386
C -1.4362 4.2348 1.9566 -0.610 -0.097 -0.933 -0.1906
C -1.1657 5.4743 2.5081 0.280 -1.139 0.114 -1.0540
C 0.1412 5.9231 2.4751 0.020 1.531 0.945 -0.2691
C 1.1877 5.2716 1.8406 -2.896 -1.523 -0.300 -0.9686
C 0.8617 4.0261 1.2203 0.485 0.838 0.454 0.1504
H -3.8316 2.7323 -0.0886 -0.112 0.229 -0.327 0.3643
H -5.8939 1.9221 1.0777 -0.449 0.454 -0.769 0.4750
H -5.8095 0.5109 2.9795 0.546 -0.175 -0.558 0.3629
H -3.6574 -0.3812 3.7059 0.423 0.363 -0.583 0.3402
H -1.5074 0.2428 2.3665 -0.741 -0.197 0.523 0.2195
H -0.0757 0.8546 -2.1797 0.120 0.188 0.241 0.4345
H -0.4716 1.7009 -4.4689 0.272 0.170 0.078 0.4388
H -1.6787 3.7964 -4.7970 -0.069 -0.154 -0.759 0.4025
H -2.7047 5.0839 -2.9969 0.848 -1.243 0.172 0.3021
H -2.3602 4.2145 -0.6897 -0.057 0.362 0.434 0.4732
H -2.4857 3.9109 1.8958 0.585 -0.055 0.357 0.2207
H -1.9481 5.9897 3.0411 -0.002 0.300 -0.036 0.4202
H 0.3158 6.8704 3.0167 0.210 -0.447 -0.503 0.3053
H 2.0854 5.8125 1.8302 1.537 -0.096 -0.332 0.5048
H 1.6444 3.5046 0.6896 0.027 -0.269 -0.211 0.3005
```
Positions in Å, forces in eV/Å.

***

[2]
The molecule C13H16N2O5, computed with the ωB97M-V functional and the def2-TZVPD basis.

Its structure (SMILES) is CCOc1cccc(C(=O)NNC(=O)CCC(=O)O)c1. Its net charge is 0. The value obtained for the total energy is -26958.7543 eV. Its energy above the lowest of the compared OMol25 structures with the same formula, charge and spin is 35.50 kcal/mol.

XYZ file:
```
36
Properties=species:S:1:pos:R:3:forces:R:3:nbo_charge:R:1
C 5.0425 2.2717 -0.7965 -0.255 -0.149 0.302 -0.6389
C 4.5627 1.9513 0.6160 0.410 0.174 -0.147 -0.0646
O 3.2155 1.5217 0.6497 -0.278 -0.088 -0.016 -0.5095
C 2.8918 0.2591 0.2675 -0.134 -0.166 0.007 0.3914
C 3.7926 -0.7430 -0.0832 0.114 0.318 0.095 -0.3162
C 3.3243 -1.9947 -0.4490 -0.145 -0.034 -0.001 -0.1857
C 1.9723 -2.2681 -0.4669 -0.159 -0.051 0.009 -0.1962
C 1.0630 -1.2783 -0.0974 0.515 0.066 -0.127 -0.1164
C -0.3805 -1.6204 -0.1359 -0.452 0.086 0.244 0.6384
O -0.8577 -2.5004 -0.8349 0.002 -0.132 -0.118 -0.6342
N -1.1692 -0.9178 0.7118 -0.394 0.468 0.303 -0.4356
N -2.5430 -1.1351 0.6886 0.544 -0.589 -0.418 -0.4488
C -3.3848 -0.2348 1.2387 -0.058 -0.335 0.150 0.6617
O -2.9750 0.7080 1.8862 0.092 0.265 0.114 -0.6273
C -4.8522 -0.5431 0.9994 0.062 0.134 -0.061 -0.4822
C -5.2319 -0.3233 -0.4741 0.021 0.160 0.050 -0.4994
C -4.8728 1.0907 -0.8750 -0.366 0.004 -0.177 0.7913
O -5.6323 2.0164 -0.9259 -0.174 0.124 0.058 -0.5803
O -3.5698 1.1981 -1.1593 0.628 -0.136 -0.169 -0.6897
C 1.5241 -0.0201 0.2588 0.109 -0.062 -0.022 -0.2684
H 4.4039 3.0326 -1.2379 -0.025 0.075 -0.053 0.2168
H 5.0106 1.3884 -1.4297 0.045 -0.039 -0.084 0.2120
H 6.0625 2.6441 -0.7605 0.122 0.037 -0.026 0.2167
H 4.5695 2.8599 1.2244 0.056 -0.174 -0.033 0.1962
H 5.2169 1.2126 1.0948 -0.093 0.073 0.019 0.1701
H 4.8561 -0.5643 -0.0800 0.082 0.074 -0.002 0.2188
H 4.0328 -2.7608 -0.7264 0.051 -0.062 -0.015 0.2175
H 1.5978 -3.2359 -0.7599 -0.036 -0.080 -0.036 0.2356
H -0.8968 -0.1243 1.2758 -0.011 -0.158 -0.066 0.4311
H -2.7930 -1.8656 0.0311 -0.014 0.162 0.136 0.4282
H -5.0627 -1.5759 1.2800 -0.023 0.021 0.029 0.2319
H -5.4392 0.1246 1.6312 0.110 -0.076 0.015 0.2456
H -4.6911 -1.0174 -1.1179 -0.063 -0.022 -0.020 0.2247
H -6.3052 -0.4624 -0.6010 0.103 0.048 -0.055 0.2425
H -3.3369 2.1193 -1.3553 -0.289 -0.045 0.088 0.5036
H 0.8554 0.7875 0.5129 -0.097 0.111 0.027 0.2194
```
Positions in Å, forces in eV/Å.

***

Taking the records one at a time from the top gives orbital gap values of 6.6; 9.4 eV.